A 7-piece molecular cluster, C25H54O13S2 overall, computed with ωB97M-V/def2-TZVPD.

Values from the calculation:
Highest occupied orbital energy ... -9.66 eV
Lowest unoccupied orbital energy ... 0.321 eV
Orbital gap ... 10.0 eV
SMILES string ... CCOS(C)(=O)=O.CCOS(C)(=O)=O.COC(=O)OC.C1CCOC1.C1CCOC1.C1CCOC1.C1CCOC1
Net charge ... 0

CARTESIAN COORDINATES (ANGSTROEM)
C 2.24886 -0.05662 -5.18887
C 1.95825 -0.96746 -4.00032
O 1.86989 -2.29749 -4.37196
S 2.00409 -3.58038 -3.36127
C 0.35919 -3.40026 -2.51510
O 2.00275 -4.81505 -4.16265
O 3.03834 -3.24450 -2.40627
H 3.30004 -0.16791 -5.45482
H 2.18702 0.95871 -4.79723
H 1.55307 -0.21559 -6.01271
H 2.77148 -0.81501 -3.29073
H 1.02925 -0.74917 -3.47360
H 0.42746 -2.55569 -1.82943
H 0.01251 -4.34606 -2.09872
H -0.35504 -3.13301 -3.29391
C -2.55460 3.83621 1.15755
C -2.37437 3.17220 2.50817
O -1.01193 2.94238 2.67261
S -0.45580 2.07349 3.96754
C 1.31924 2.07566 3.55164
O -0.65735 2.89781 5.18087
O -1.03289 0.69553 3.85502
H -1.89998 4.69692 1.02053
H -3.54862 4.25377 0.99741
H -2.46156 3.07346 0.38447
H -2.78042 3.78436 3.31345
H -2.99358 2.27525 2.49603
H 1.52919 1.42479 2.70288
H 1.81726 1.61353 4.40399
H 1.51860 3.13394 3.38313
C -1.66966 -1.35911 -5.98222
O -1.91964 -0.15179 -5.27879
C -1.84065 -0.11835 -3.89299
O -1.56486 -1.04218 -3.12564
O -2.13445 1.13886 -3.49414
C -2.06297 1.56050 -2.12670
H -1.97562 -2.22967 -5.40203
H -0.59924 -1.50722 -6.12485
H -2.13287 -1.34128 -6.96873
H -1.74902 2.60244 -2.06417
H -1.35857 0.94865 -1.56318
H -3.05834 1.41771 -1.70604
C -1.48238 -4.64404 1.99610
C -0.02303 -4.58338 2.38143
C 0.73719 -4.81244 1.07860
O -0.28478 -4.62399 0.07312
C -1.46460 -3.98794 0.61500
H -2.10594 -3.99264 2.60843
H -1.86828 -5.66310 1.96979
H 0.21713 -5.30732 3.16010
H 0.33403 -3.61080 2.72012
H 1.06327 -5.85033 1.01099
H 1.62583 -4.22774 0.84082
H -2.30867 -4.20181 -0.04066
H -1.52809 -2.89981 0.61194
C -5.07347 0.08570 0.03652
C -3.88353 -0.71375 0.49928
C -4.04692 -0.76135 2.07301
O -5.41174 -0.47189 2.32568
C -6.09483 -0.30660 1.07540
H -5.37314 -0.04313 -1.00353
H -4.76703 1.11422 0.22710
H -2.96272 -0.37013 0.02797
H -4.03052 -1.74816 0.18869
H -3.44745 0.04571 2.49418
H -3.74454 -1.75208 2.41232
H -6.77508 0.52667 1.25146
H -6.72723 -1.13460 0.75511
C 4.14668 3.85192 1.57477
C 4.96200 2.91623 2.43236
C 6.22466 3.76921 2.71360
O 5.77782 5.09502 2.60128
C 4.43878 5.17686 2.22158
H 3.09263 3.57429 1.57587
H 4.53406 3.84313 0.55596
H 5.17946 1.92898 2.02473
H 4.34483 2.68221 3.29978
H 6.98695 3.71448 1.93641
H 6.59607 3.57066 3.71896
H 4.29367 6.05440 1.59153
H 3.82372 5.35952 3.10274
C 1.30326 0.88679 -0.48270
C 0.33463 -0.05802 0.16574
C 1.16213 -1.01046 1.01719
O 2.48860 -0.37283 1.08423
C 2.64327 0.21141 -0.22402
H 1.41045 1.86582 -0.01565
H 1.16902 1.24524 -1.50329
H -0.29658 -0.64084 -0.50508
H -0.32962 0.55290 0.77699
H 1.24970 -2.01857 0.61203
H 0.74032 -1.01463 2.02226
H 2.86742 -0.56817 -0.95211
H 3.52813 0.83680 -0.34237

Forces on atoms 1 to 6 (eV/Å):
0.02 -0.25 0.82
0.23 1.18 1.13
0.38 -3.06 -1.32
-1.68 -0.08 0.25
0.66 -0.26 -1.43
0.32 2.82 1.33

***

One molecule with the formula C5H12N2O, computed with ωB97M-V/def2-TZVPD.

Values from the calculation:
Highest occupied orbital energy ... -8.61 eV
Lowest unoccupied orbital energy ... 0.839 eV
Orbital gap ... 9.4 eV
SMILES string ... NCCNCCC=O
Net charge ... 0

CARTESIAN COORDINATES (ANGSTROEM)
N -2.28264 -0.37346 0.73376
C -1.72727 -0.33520 -0.59938
C -1.00021 0.93804 -1.03130
N 0.26470 1.22848 -0.33607
C 1.35269 0.28427 -0.70662
C 2.16134 -0.09431 0.54944
C 1.37423 -1.09826 1.34175
O 0.64969 -0.74335 2.24607
H -1.56121 -0.39993 1.43215
H -3.06535 0.24071 0.86495
H -1.05385 -1.18253 -0.66917
H -2.44272 -0.57458 -1.38639
H -0.74118 0.79111 -2.08052
H -1.68325 1.78733 -0.93184
H 0.09049 1.04982 0.65860
H 2.02166 0.87150 -1.32331
H 0.90374 -0.57679 -1.21309
H 3.14604 -0.42093 0.21158
H 2.26385 0.77041 1.18620
H 1.32924 -2.16232 1.05318

Forces on atoms 1 to 6 (eV/Å):
-0.15 -0.54 -0.89
0.29 -0.16 -0.13
0.35 -0.21 -0.08
-0.35 -0.80 0.85
-0.68 1.19 0.64
-0.15 -0.59 -0.50

***

A 2-piece molecular cluster, C6H13NO overall, computed with ωB97M-V/def2-TZVPD.

Values from the calculation:
⟨S²⟩ ... 0.761
Highest occupied orbital energy (spin up / spin down) ... -13.59 / -13.51 eV
2S+1 ... 2
Lowest unoccupied orbital energy (spin up / spin down) ... -3.026 / -8.608 eV
Orbital gap (spin up / spin down) ... 10.6 / 4.9 eV
Net charge ... +1

CARTESIAN COORDINATES (ANGSTROEM)
C -1.19833 -1.05656 1.90954
O -1.03038 0.29154 1.44423
C -0.99308 -1.96936 0.74008
C -0.22055 -3.07518 0.77760
H -2.22281 -1.16968 2.33114
H -0.46363 -1.29194 2.68259
H -1.18369 0.90712 2.16936
H -1.55160 -1.68416 -0.17705
H -0.13294 -3.74437 -0.11838
H 0.36019 -3.34104 1.68294
N 1.29737 -0.22276 -0.90007
C 0.96087 0.90119 -1.78060
C 0.81134 3.29602 -1.02836
C 0.27847 2.05544 -1.08841
H 0.83028 -1.07993 -1.20272
H 0.87008 -0.08103 0.04427
H 0.27183 0.51501 -2.60481
H 1.89187 1.25096 -2.28666
H 0.33038 4.13147 -0.49919
H 1.78335 3.51419 -1.48016
H -0.68901 1.85306 -0.61535

Forces on atoms 1 to 6 (eV/Å):
-0.45 -0.01 0.19
0.33 -0.05 -0.25
0.26 -0.64 -0.43
-0.13 0.36 -0.59
0.59 -0.05 -0.27
-0.08 0.02 0.11

***

C25H20Cl2N6O11S2Sr as an isolated structure, computed with ωB97M-V/def2-TZVPD.

Values from the calculation:
Highest occupied orbital energy ... -2.94 eV
Lowest unoccupied orbital energy ... 3.770 eV
Orbital gap ... 6.7 eV
Net charge ... -2

CARTESIAN COORDINATES (ANGSTROEM)
Sr -1.61568 1.51681 1.36422
O 2.95137 6.03008 2.97126
C 3.75201 5.37911 2.15567
O 4.85812 5.79471 1.87834
C 3.23558 4.10704 1.57051
C 3.91163 3.33887 0.64435
Cl 5.47165 3.52964 -0.01519
N 3.13755 2.27704 0.33105
N 1.98813 2.29280 1.02983
C 2.02841 3.38015 1.78153
C 0.83234 3.67808 2.67044
O 0.84143 4.74195 3.32580
O -0.06821 2.81791 2.65390
C 3.38846 1.25288 -0.62793
C 3.71523 1.60203 -1.92911
C 4.03226 0.63085 -2.85924
C 4.00406 -0.70589 -2.48100
C 3.63552 -1.06206 -1.19781
C 3.30164 -0.09057 -0.25493
H 2.04006 5.55961 3.07942
H 3.69541 2.64603 -2.20795
H 4.27084 0.91393 -3.87546
H 4.24340 -1.48049 -3.20001
H 3.57437 -2.09731 -0.88893
H 2.31791 0.06806 1.41024
S 0.01142 -0.61419 2.61520
C -0.39683 -2.03601 1.74574
N 0.25119 -3.14376 1.91512
N -0.16256 -4.24925 1.12842
C 0.19202 -4.36134 -0.21832
C 0.06199 -5.61864 -0.82400
C 0.32669 -5.79115 -2.17021
C 0.72940 -4.71737 -2.95488
C 0.87812 -3.47461 -2.35557
C 0.62629 -3.28848 -1.00394
N -1.49113 -2.10571 0.80236
N -2.01385 -1.04541 0.45228
C -3.05375 -1.22954 -0.52518
C -3.65475 -0.08987 -1.03971
C -4.64339 -0.20755 -2.00674
C -5.03255 -1.45739 -2.45588
C -4.42377 -2.59925 -1.94193
C -3.43572 -2.49066 -0.98283
H 0.08623 -5.08298 1.63738
H -0.27192 -6.45848 -0.22309
H 0.20796 -6.77400 -2.61254
H 0.92200 -4.84697 -4.01204
H 1.19628 -2.62298 -2.94456
H 0.78445 -2.31612 -0.56216
H -3.34364 0.90373 -0.74121
H -5.09411 0.68757 -2.41360
H -5.80085 -1.54642 -3.21434
H -4.71594 -3.57867 -2.30074
H -2.93942 -3.36321 -0.58131
O 0.79234 2.27662 -2.38776
Cl -0.29380 1.35782 -2.04101
O -1.21705 1.24903 -3.17521
O -1.07278 2.02376 -0.92631
O 2.95599 -0.52382 0.97185
C -3.48031 2.94921 4.28254
S -4.17021 2.32122 2.77111
O -5.60259 2.46210 2.87188
O -3.53022 3.11944 1.70812
O -3.67955 0.93370 2.66554
H -3.78364 3.98928 4.38001
H -2.39374 2.88415 4.23159
H -3.86781 2.35496 5.10694

Forces on atoms 1 to 6 (eV/Å):
0.76 -0.11 -0.04
-0.02 0.09 -0.11
-0.05 0.03 -0.03
0.03 -0.03 0.02
0.00 0.00 0.10
0.02 0.03 0.00

***

C29H31NOPRh as an isolated structure, computed with ωB97M-V/def2-TZVPD.

Values from the calculation:
Highest occupied orbital energy (spin up / spin down) ... -13.97 / -14.02 eV
Lowest unoccupied orbital energy (spin up / spin down) ... -8.402 / -7.990 eV
Orbital gap (spin up / spin down) ... 5.6 / 6.0 eV
Net charge ... +2

CARTESIAN COORDINATES (ANGSTROEM)
Rh -0.13894 0.99695 -0.30248
C -0.09714 3.77000 -0.14350
C -0.58522 3.19891 1.07112
C 0.44426 2.36153 1.60480
C 1.51875 2.28559 0.63218
C 1.17741 3.16694 -0.44750
C 2.02261 3.51465 -1.61850
C 2.85522 1.68695 0.92194
C 0.50665 1.91265 3.01317
C -1.83828 3.52620 1.78949
C -0.68294 4.92024 -0.85714
H 2.08074 4.59756 -1.72817
H 1.59617 3.12778 -2.54790
H 3.03150 3.11879 -1.52677
H 3.26343 2.16904 1.81301
H 3.55482 1.83471 0.10337
H 2.79806 0.61637 1.13407
H 0.68890 2.79182 3.63895
H 1.31508 1.20893 3.19106
H -0.44102 1.48864 3.34477
H -1.59463 4.01000 2.73656
H -2.39567 2.61906 2.02884
H -2.48589 4.18429 1.21965
H -0.70475 4.77291 -1.93517
H -0.05393 5.79649 -0.68134
H -1.68566 5.15106 -0.50858
O -1.41857 2.16030 -2.36597
N -0.99290 0.82449 -2.25880
C -1.85397 -0.02055 -2.73745
C -1.80031 -1.44798 -2.64491
C -2.50170 -2.19570 -3.60918
C -2.48985 -3.57488 -3.58250
C -1.80687 -4.24367 -2.57442
C -1.15093 -3.52965 -1.58738
C -1.12965 -2.14175 -1.61677
P -0.30413 -1.30690 -0.23805
C -1.05290 -1.84680 1.30985
C -2.31070 -2.44227 1.40894
C -2.83850 -2.70197 2.66133
C -2.13859 -2.35453 3.80870
C -0.88480 -1.76335 3.71157
C -0.34929 -1.49506 2.46997
C 1.39218 -1.94814 -0.27971
C 1.84416 -2.96352 0.56183
C 3.13088 -3.44685 0.40589
C 3.96521 -2.92398 -0.57096
C 3.51523 -1.90855 -1.40504
C 2.23627 -1.41115 -1.25615
H -0.75029 2.65142 -2.87056
H -2.70532 0.39368 -3.27549
H -3.03432 -1.67624 -4.39175
H -3.01234 -4.13750 -4.34080
H -1.78711 -5.32051 -2.54736
H -0.63903 -4.04120 -0.78456
H -2.86415 -2.71077 0.52068
H -3.80763 -3.16617 2.74802
H -2.56899 -2.54339 4.77929
H -0.34113 -1.50684 4.60698
H 0.62471 -1.02842 2.37942
H 1.19706 -3.38137 1.32003
H 3.47959 -4.23994 1.04834
H 4.96408 -3.31257 -0.68447
H 4.16678 -1.51395 -2.16744
H 1.86829 -0.61184 -1.89707

Forces on atoms 1 to 6 (eV/Å):
-0.09 3.36 -0.98
1.57 -1.07 -0.63
0.35 -0.46 -0.10
1.05 -1.74 -1.11
-0.99 -1.52 2.10
-2.21 0.98 -0.46

***

C32H90As3F18N8O14 as an isolated structure, computed with ωB97M-V/def2-TZVPD.

Values from the calculation:
Highest occupied orbital energy ... -15.22 eV
Lowest unoccupied orbital energy ... -5.045 eV
Orbital gap ... 10.2 eV
Net charge ... +3

CARTESIAN COORDINATES (ANGSTROEM)
C 1.62335 -2.91908 5.66392
C 0.21341 -3.17210 6.09423
C -0.75436 -2.99003 4.91869
O -2.01328 -3.49395 5.28790
C -2.85882 -3.99976 4.23964
N 0.09887 -4.61590 6.61354
H 0.22650 -4.85776 7.59261
H -0.84229 -4.95578 6.33790
H 0.74379 -5.27397 6.15052
H 1.82472 -1.82095 5.59787
H 1.79741 -3.36750 4.62621
H 2.31543 -3.28228 6.40245
H -0.09394 -2.56329 6.93659
H -0.45259 -3.58549 4.08407
H -0.80100 -1.96056 4.70145
H -2.51821 -4.95727 3.90886
H -2.80983 -3.34886 3.31329
H -3.83306 -3.90372 4.67733
C 5.85426 0.51243 3.13071
C 6.72058 1.02974 2.06064
C 6.48892 0.41198 0.61798
O 7.29299 1.10992 -0.31080
C 7.09538 0.88904 -1.70015
N 6.45587 2.52674 1.94812
H 5.38161 2.68797 1.74596
H 6.92835 2.97084 2.73566
H 6.88249 2.85350 1.04730
H 4.80927 0.49823 2.87503
H 5.98892 1.22959 3.93426
H 6.28193 -0.39584 3.54582
H 7.76899 1.03025 2.34090
H 5.41699 0.46028 0.31278
H 6.74237 -0.64190 0.75260
H 6.20010 0.29716 -1.90724
H 8.06179 0.47028 -1.96046
H 6.91514 1.82009 -2.19385
C -5.17796 2.51397 -2.74461
C -3.77323 2.97706 -2.50838
C -3.33305 2.65428 -1.02903
O -1.99659 2.95664 -0.74784
C -1.78504 3.68080 0.52111
N -2.81978 2.32892 -3.49309
H -1.77313 2.46553 -3.33036
H -2.91625 1.30252 -3.41827
H -3.01962 2.54503 -4.46283
H -5.44576 2.59261 -3.84113
H -5.95897 3.12212 -2.23372
H -5.37468 1.52580 -2.32874
H -3.53875 4.05042 -2.71666
H -3.56398 1.63152 -0.78443
H -4.07460 3.24229 -0.51388
H -0.62889 3.61991 0.58291
H -2.32173 3.16715 1.32252
H -2.16384 4.73349 0.52816
C 0.97614 0.19194 -1.43795
C -0.28569 0.38658 -0.69473
C -1.30048 -0.69851 -0.82912
O -2.45128 -0.33719 -0.05154
C -3.31451 -1.42376 0.04465
N 0.10749 0.56870 0.73699
H -0.68741 0.57042 1.37833
H 0.69962 -0.24377 1.00090
H 0.73234 1.45295 0.82939
H 1.52189 1.19502 -1.36873
H 0.82417 -0.07451 -2.50708
H 1.59500 -0.55489 -1.05979
H -0.73395 1.34839 -1.04892
H -0.90371 -1.57778 -0.38617
H -1.46744 -0.72860 -1.92405
H -3.94823 -1.27212 0.93941
H -2.80521 -2.44466 0.21938
H -3.92923 -1.61113 -0.86809
C -1.29271 -6.04960 -1.38867
C -0.92159 -5.30447 -2.63043
C 0.48831 -5.56288 -3.17732
O 0.34435 -6.72491 -4.02450
C 1.57713 -7.00019 -4.66910
N -1.91470 -5.60886 -3.74008
H -2.88350 -5.68868 -3.46587
H -1.81859 -4.86072 -4.43737
H -1.57079 -6.46194 -4.15460
H -1.67688 -7.06822 -1.62154
H -2.07983 -5.57031 -0.85010
H -0.51175 -6.14887 -0.61327
H -1.05112 -4.25580 -2.52330
H 1.22161 -5.77607 -2.39152
H 0.84352 -4.74723 -3.77984
H 2.50148 -6.86992 -4.05006
H 1.68914 -6.38281 -5.57416
H 1.58238 -7.98017 -5.15902
C -5.58694 2.56889 4.11896
C -5.40563 3.43718 5.35070
C -6.38681 3.30079 6.49419
O -5.94209 4.31038 7.43594
C -6.85395 4.40838 8.49451
N -4.06141 3.29008 5.96538
H -4.14662 3.83551 6.85499
H -3.88093 2.28473 6.14148
H -3.27296 3.55132 5.36757
H -5.39338 1.57025 4.53248
H -4.90949 2.79588 3.31237
H -6.68372 2.48296 3.92851
H -5.46548 4.53131 5.14364
H -6.50508 2.31656 6.98548
H -7.36107 3.59592 6.11585
H -7.83778 4.10664 8.16271
H -6.86011 5.46253 8.84002
H -6.51953 3.67331 9.21086
C 1.14913 5.21443 -3.93462
C 0.82052 4.65145 -2.64429
O -0.15407 4.82872 -2.02386
N 1.87105 3.76523 -2.09211
H 1.66289 3.59705 -1.08327
H 1.75778 2.85536 -2.68196
C 3.22959 4.18981 -2.23634
H 0.30253 5.07946 -4.61834
H 2.03309 4.84427 -4.44896
H 1.20345 6.30430 -3.97827
H 3.89028 3.65788 -1.56583
H 3.32552 5.24467 -2.02209
H 3.50998 3.99281 -3.22655
C 2.01038 -1.94143 -7.35336
C 3.34760 -1.53484 -6.83229
O 4.41038 -2.02306 -6.99502
N 3.34857 -0.28912 -5.78005
H 2.76729 0.54116 -6.05080
H 2.88807 -0.78030 -4.99881
C 4.69542 0.08180 -5.36719
H 1.12460 -2.06974 -6.71646
H 2.23643 -2.95388 -7.74257
H 1.76747 -1.27946 -8.22590
H 4.61801 0.73932 -4.50316
H 5.26208 0.64724 -6.12743
H 5.29956 -0.81933 -5.24501
As 1.94551 -3.19429 1.03524
F 3.21769 -4.26311 0.95572
F 2.60023 -2.46646 2.47835
F 0.44399 -2.14001 1.12089
F 1.31716 -3.84747 -0.53306
F 1.06264 -4.41254 1.89236
F 2.82742 -2.01031 0.14715
As -1.99183 -1.58921 -4.98843
F -3.44697 -1.54383 -5.79732
F -2.26897 -3.17761 -4.36557
F -0.47810 -1.55034 -4.13915
F -1.70346 0.09331 -5.39101
F -2.70951 -1.13436 -3.47931
F -1.09131 -2.27127 -6.27429
As -1.50000 1.39753 4.26742
F -2.47693 2.75182 3.85973
F -1.01905 2.36699 5.67340
F -0.43410 0.10259 4.79003
F -2.08604 0.55126 2.92490
F -0.21236 1.98656 3.25890
F -2.86507 0.82463 5.22356
O 0.73366 1.18746 -5.69736
C 0.78896 1.86046 -4.49914
O 2.00292 1.98999 -4.11455
O -0.20423 2.30378 -3.89385
H -0.19408 1.17454 -5.95164
O 2.94831 2.98844 2.56059
C 2.93173 2.86282 1.20691
O 1.80108 2.91259 0.66032
O 4.08279 2.69324 0.67947
H 2.03117 2.99878 2.78238

Forces on atoms 1 to 6 (eV/Å):
0.51 0.78 -1.51
-0.23 -0.19 0.10
-0.37 -1.74 0.98
-0.51 -0.25 0.65
0.94 2.27 -0.73
-0.53 -1.40 -1.22

***

| no. | molar mass (Da) |
| --- | --- |
| 1 | 626.83 |
| 2 | 116.16 |
| 3 | 115.18 |
| 4 | 803.13 |
| 5 | 543.45 |
| 6 | 1377.84 |